Below is a 2-piece molecular cluster, C22H28N4O7 overall at a distorted geometry, with properties calculated with ωB97M-V/def2-TZVPD.

Its charge is 0. The value obtained for the relative energy (zero: lowest compared OMol25 entry of this formula, charge and spin) is 117.5 kJ/mol. Its calculated total energy is -43563.4484 eV. The calculation puts the LUMO energy at -0.33 eV. The calculation puts the gap between HOMO and LUMO at 8.3206 eV. Its SMILES is COc1cccc(CCc2c(C(=O)O)[nH]c(=O)[nH]c2=O)c1.CNC(=O)[C@@H]1CCCN1C(C)=O. For the HOMO energy, the calculation gives -8.65 eV.

XYZ file:
```
61
Properties=species:S:1:pos:R:3:forces:R:3:lowdin_charge:R:1
C 0.592 -3.975 -0.187 -0.08 0.23 0.27 -0.0722
O 1.568 -3.226 0.552 -0.23 0.03 -0.26 -0.1000
C 1.175 -2.027 1.100 -0.51 0.34 0.13 -0.2822
C 2.187 -1.152 1.507 0.17 0.21 0.08 -0.0248
C 1.884 0.103 2.042 -0.44 -0.58 -0.19 -0.0682
C 0.550 0.495 2.180 0.05 -0.27 -0.01 -0.0513
C -0.483 -0.372 1.803 0.49 0.12 -0.18 -0.2273
C -1.928 0.032 1.951 0.13 0.11 -0.16 -0.1310
C -2.502 -0.427 3.300 -0.16 0.44 0.28 -0.1110
C -1.900 0.350 4.465 1.50 -1.97 1.48 -0.0399
C -0.972 -0.174 5.373 -0.96 2.63 -1.39 -0.0489
C -0.433 -1.558 5.346 -1.13 -1.59 0.54 -0.4338
O -1.185 -2.512 5.244 1.16 0.97 -0.23 0.1214
O 0.892 -1.694 5.593 -0.76 0.47 -0.31 0.1259
N -0.453 0.700 6.347 -0.28 -1.44 -1.06 0.1832
C -0.811 2.016 6.441 1.17 1.30 1.81 -0.5254
O -0.284 2.723 7.272 0.40 0.24 0.46 0.0732
N -1.757 2.528 5.619 0.66 -1.71 0.03 0.2216
C -2.300 1.758 4.639 -1.52 0.72 -1.47 -0.4092
O -3.121 2.311 3.927 -0.23 -0.54 -0.52 0.0847
C -0.163 -1.628 1.271 0.39 -0.12 -0.03 0.0199
H -0.167 -4.391 0.483 0.03 0.06 -0.05 0.0900
H 1.082 -4.806 -0.703 0.22 0.30 0.29 0.0924
H 0.103 -3.347 -0.940 0.02 0.03 0.10 0.0877
H 3.222 -1.456 1.389 -0.09 -0.03 -0.04 0.1152
H 2.681 0.775 2.344 -0.07 -0.13 -0.07 0.1049
H 0.315 1.476 2.581 -0.03 -0.06 -0.09 0.1154
H -2.513 -0.420 1.143 0.02 0.02 0.11 0.1233
H -2.028 1.116 1.837 -0.01 -0.15 0.07 0.1207
H -3.586 -0.269 3.298 0.13 0.14 0.04 0.1265
H -2.353 -1.503 3.392 0.15 0.14 0.30 0.1080
H 1.054 -2.650 5.554 0.10 0.00 0.07 0.1364
H 0.341 0.415 6.913 -0.34 0.23 -0.11 0.1676
H -1.992 3.508 5.673 0.01 -0.06 0.07 0.1814
H -0.977 -2.284 0.988 0.05 -0.01 -0.06 0.1152
C 0.250 0.191 -7.800 -0.22 -0.07 0.41 -0.0554
N 0.862 0.503 -6.509 0.92 0.16 -0.66 0.0207
C 0.229 0.373 -5.336 -1.46 -0.35 0.73 -0.4802
O -0.925 -0.036 -5.261 0.58 0.22 -0.02 0.0625
C 1.039 0.715 -4.074 -0.06 0.52 -0.32 -0.2003
C 1.882 -0.493 -3.643 0.00 -0.09 0.26 -0.1187
C 1.932 -0.388 -2.121 -0.30 0.17 -0.35 -0.1467
C 0.568 0.202 -1.783 0.04 -0.14 0.60 -0.1278
N 0.238 1.079 -2.897 0.86 -0.83 -0.63 -0.0004
C -0.579 2.143 -2.766 -0.76 1.17 0.42 -0.4890
C -0.798 3.069 -3.952 0.15 -0.41 0.11 0.0156
O -1.138 2.419 -1.710 0.28 -0.55 -0.02 0.0397
H -0.258 -0.774 -7.741 0.04 0.13 -0.01 0.0874
H 1.009 0.149 -8.582 0.01 0.06 0.22 0.0830
H -0.489 0.955 -8.051 0.00 -0.09 -0.07 0.0869
H 1.818 0.818 -6.501 -0.09 0.04 -0.01 0.1346
H 1.710 1.544 -4.297 0.13 0.19 -0.20 0.1436
H 1.375 -1.420 -3.917 0.05 0.02 -0.16 0.1260
H 2.879 -0.464 -4.082 -0.14 -0.13 -0.16 0.1171
H 2.081 -1.363 -1.656 0.14 0.14 0.12 0.1047
H 2.717 0.308 -1.822 0.07 -0.11 0.13 0.1197
H 0.618 0.747 -0.840 -0.37 0.02 -0.10 0.1173
H -0.177 -0.593 -1.714 -0.14 -0.01 0.19 0.1282
H 0.156 3.366 -4.379 0.08 0.03 -0.29 0.0760
H -1.409 2.558 -4.694 0.09 0.00 -0.18 0.0808
H -1.328 3.956 -3.607 0.09 -0.17 0.09 0.0851
```
Forces are in eV/Å.